{
  "formula": "C18H36O27S6",
  "method": "ωB97M-V/def2-TZVPD",
  "smiles": "O=S1(=O)OCCO1.O=S1(=O)OCCO1.O=S1(=O)OCCO1.O=S1(=O)OCCO1.O=S1(=O)OCCO1.O=S1(=O)OCCO1.CCOCCC(=O)OC",
  "largest_force_ha_per_bohr": 0.0113,
  "lumo_ev": 0.24,
  "spin_multiplicity": 1,
  "species": ["O", "S", "O", "O", "C", "C", "O", "H", "H", "H", "H", "O", "S", "O", "O", "C", "C", "O", "H", "H", "H", "H", "O", "S", "O", "O", "C", "C", "O", "H", "H", "H", "H", "O", "S", "O", "O", "C", "C", "O", "H", "H", "H", "H", "O", "S", "O", "O", "C", "C", "O", "H", "H", "H", "H", "O", "S", "O", "O", "C", "C", "O", "H", "H", "H", "H", "C", "C", "O", "C", "C", "C", "O", "O", "C", "H", "H", "H", "H", "H", "H", "H", "H", "H", "H", "H", "H"],
  "coordinates": [[-3.4558, 0.4116, 0.0439], [-3.2583, 1.6010, -0.6937], [-4.2401, 2.6276, -0.7058], [-2.8662, 1.2229, -2.1881], [-1.5918, 1.7877, -2.5362], [-0.8400, 1.8521, -1.2247], [-1.8507, 2.2362, -0.2726], [-1.7518, 2.7817, -2.9569], [-1.0998, 1.1555, -3.2692], [-0.0368, 2.5825, -1.2313], [-0.4439, 0.8761, -0.9389], [1.8953, 3.6310, 4.9421], [1.3014, 2.5677, 4.2162], [2.0101, 1.3571, 3.9967], [0.7663, 3.1440, 2.8275], [-0.6377, 2.8710, 2.6739], [-1.1641, 2.8530, 4.0939], [-0.1188, 2.2010, 4.8368], [-0.7522, 1.9032, 2.1840], [-1.0943, 3.6432, 2.0619], [-2.0853, 2.2871, 4.1976], [-1.3047, 3.8557, 4.4898], [-5.5383, -0.8464, -0.6426], [-5.4228, -1.9642, -1.5067], [-4.2836, -2.1477, -2.3301], [-6.7475, -2.0445, -2.4009], [-7.3925, -3.3160, -2.2335], [-7.0324, -3.7273, -0.8195], [-5.6669, -3.3048, -0.6774], [-6.9909, -4.0120, -2.9717], [-8.4620, -3.1966, -2.3821], [-7.0922, -4.7994, -0.6581], [-7.6411, -3.2067, -0.0777], [-10.1365, 0.1784, 2.6046], [-9.8735, 1.3563, 1.8568], [-10.7890, 2.4386, 1.8605], [-9.5499, 0.9184, 0.3518], [-8.2597, 1.4138, -0.0449], [-7.4736, 1.4734, 1.2400], [-8.4255, 1.9213, 2.2227], [-8.3849, 2.4074, -0.4788], [-7.8114, 0.7459, -0.7750], [-6.6387, 2.1669, 1.1998], [-7.1118, 0.4878, 1.5381], [-1.6161, 5.0813, 9.0248], [-1.4224, 3.9844, 8.1497], [-1.5532, 4.1382, 6.7453], [-2.3409, 2.7745, 8.6433], [-1.5453, 1.6023, 8.8780], [-0.1944, 2.1528, 9.2901], [-0.0179, 3.2914, 8.4371], [-1.4812, 1.0306, 7.9506], [-2.0151, 1.0015, 9.6515], [0.6203, 1.4541, 9.1245], [-0.1922, 2.4869, 10.3293], [10.0484, -2.5257, -6.5155], [10.5783, -3.4045, -5.5375], [10.7772, -4.7803, -5.8108], [9.7119, -3.2408, -4.2017], [10.5497, -2.8741, -3.0964], [11.6814, -2.0950, -3.7360], [11.9389, -2.8042, -4.9568], [10.9080, -3.7843, -2.6124], [9.9717, -2.2830, -2.3913], [12.5847, -2.0820, -3.1333], [11.3826, -1.0739, -3.9792], [5.4575, -3.3995, -3.0768], [5.9366, -2.2886, -4.0065], [6.0824, -1.0197, -3.3985], [4.9343, -0.4879, -2.7773], [3.6708, -0.5736, -3.6251], [2.5753, 0.3110, -3.0878], [2.7638, 1.2336, -2.3494], [1.3072, 0.0696, -3.5367], [0.8203, -1.2697, -3.3461], [6.2676, -3.7526, -2.4390], [4.6016, -3.1151, -2.4628], [5.1339, -4.2441, -3.6914], [6.9392, -2.5501, -4.3529], [5.3216, -2.2466, -4.9145], [5.1446, 0.5647, -2.5908], [4.7591, -0.9392, -1.7923], [3.2969, -1.6002, -3.6679], [3.8616, -0.2965, -4.6668], [-0.2620, -1.2198, -3.2663], [1.1075, -1.9091, -4.1840], [1.2501, -1.7083, -2.4428]]
}

{
  "formula": "H14O7",
  "method": "ωB97M-V/def2-TZVPD",
  "smiles": "O.O.O.O.O.O.O",
  "largest_force_ha_per_bohr": 0.0710,
  "e_above_lowest_kcal_mol": 33.8,
  "lumo_ev": 0.05,
  "spin_multiplicity": 1,
  "species": ["O", "H", "H", "O", "H", "H", "O", "H", "H", "O", "H", "H", "O", "H", "H", "O", "H", "H", "O", "H", "H"],
  "coordinates": [[-1.4719, 0.6487, -0.2284], [-0.9275, 1.2164, -0.6960], [-1.1687, -0.2526, -0.3468], [1.6788, -0.8565, 1.5979], [2.1416, -0.9896, 2.3917], [0.7419, -0.7333, 1.8636], [-0.2803, -3.4905, 1.3965], [-0.5256, -3.0050, 2.1964], [-0.3921, -2.8372, 0.7253], [0.3535, 2.5903, -1.1408], [1.0608, 1.9758, -1.0095], [0.1048, 2.8310, -0.2105], [-0.0190, 2.0850, -4.1032], [-0.0821, 2.0759, -3.1799], [0.1987, 2.9909, -4.3694], [-0.8342, -0.1990, 2.3117], [-0.8078, 0.5710, 2.8945], [-1.1714, 0.0557, 1.4547], [0.1010, -1.4551, -0.4520], [0.8072, -1.4042, 0.1999], [0.4923, -1.8177, -1.2956]]
}

{
  "formula": "C5H9NO2",
  "method": "ωB97M-V/def2-TZVPD",
  "smiles": "CNC(=O)CCC=O",
  "largest_force_ha_per_bohr": 0.0287,
  "e_above_lowest_kcal_mol": 19.9,
  "lumo_ev": 0.71,
  "spin_multiplicity": 1,
  "species": ["C", "N", "C", "O", "C", "C", "C", "O", "H", "H", "H", "H", "H", "H", "H", "H", "H"],
  "coordinates": [[-1.9528, -0.7355, -0.9996], [-0.5935, -0.9124, -1.5178], [0.4922, -0.1931, -1.1251], [1.6061, -0.4127, -1.5726], [0.3061, 0.8937, -0.0889], [0.3857, 0.2883, 1.3470], [1.8238, 0.4393, 1.8386], [2.1629, 1.4629, 2.3757], [-1.8835, -0.2827, -0.0295], [-2.5650, -0.1859, -1.6958], [-2.3779, -1.7304, -0.8588], [-0.4542, -1.4329, -2.3675], [1.1383, 1.5617, -0.1958], [-0.6139, 1.4690, -0.1919], [-0.1642, 0.9145, 2.0468], [0.1351, -0.7740, 1.3649], [2.5546, -0.3699, 1.6704]]
}

{
  "formula": "C5H7NO",
  "method": "ωB97M-V/def2-TZVPD",
  "smiles": "C=C1C[C@H]1C(N)=O",
  "largest_force_ha_per_bohr": 0.0884,
  "e_above_lowest_kcal_mol": 59.6,
  "lumo_ev": 0.81,
  "spin_multiplicity": 1,
  "species": ["C", "C", "C", "C", "C", "N", "O", "H", "H", "H", "H", "H", "H", "H"],
  "coordinates": [[-1.4841, -0.3708, 1.6729], [-0.4414, 0.2227, 1.1154], [0.4481, 1.3448, 0.9581], [0.0983, 0.5000, -0.3163], [0.9535, -0.5603, -0.7985], [0.6108, -0.9233, -2.1665], [1.9725, -1.0598, -0.3392], [-2.1489, -1.1024, 1.1120], [-1.7586, -0.2838, 2.7782], [0.0886, 2.3950, 1.2154], [1.4393, 1.1835, 1.1690], [-0.6781, 0.9114, -1.0973], [-0.3542, -0.8650, -2.5853], [1.2542, -1.3920, -2.7179]]
}

{
  "formula": "C11H15ClN2O3",
  "method": "ωB97M-V/def2-TZVPD",
  "smiles": "N[C@@]1(CCCCl)COC(=O)O1.c1ccncc1",
  "largest_force_ha_per_bohr": 0.0130,
  "lumo_ev": 0.63,
  "spin_multiplicity": 1,
  "species": ["N", "C", "C", "C", "C", "Cl", "C", "O", "C", "O", "O", "H", "H", "H", "H", "H", "H", "H", "H", "H", "H", "C", "C", "C", "N", "C", "C", "H", "H", "H", "H", "H"],
  "coordinates": [[1.7839, -0.8306, 2.6054], [1.4947, -1.9212, 1.7201], [0.1108, -2.5957, 1.9515], [-0.7960, -2.8847, 0.7429], [-1.9534, -1.9141, 0.5986], [-1.4694, -0.4003, -0.2367], [1.8640, -1.5309, 0.2764], [2.6455, -2.6315, -0.2012], [2.7607, -3.5448, 0.7895], [3.0679, -4.6779, 0.6328], [2.4888, -2.9552, 1.9744], [1.3918, 0.0355, 2.2553], [1.4109, -0.9970, 3.5324], [0.3083, -3.5317, 2.4729], [-0.4397, -1.9613, 2.6479], [-1.2357, -3.8757, 0.8662], [-0.2344, -2.9292, -0.1902], [-2.3197, -1.5997, 1.5721], [-2.7862, -2.3395, 0.0497], [1.0170, -1.3872, -0.3823], [2.5001, -0.6484, 0.2914], [-1.2009, 4.2402, -3.3490], [-1.3363, 2.9850, -2.7787], [-1.1671, 2.8606, -1.4075], [-0.8775, 3.8822, -0.6048], [-0.7499, 5.0821, -1.1662], [-0.9017, 5.3135, -2.5256], [-1.3260, 4.3797, -4.4151], [-1.5691, 2.1162, -3.3795], [-1.2682, 1.8947, -0.9266], [-0.5135, 5.8990, -0.4933], [-0.7868, 6.3121, -2.9247]]
}

Number 1: energy -5127.9070 a.u., E_HOMO -10.2 eV. Number 2: energy -535.0700 a.u., E_HOMO -10.9 eV. Number 3: energy -401.1451 a.u., E_HOMO -9.8 eV. Number 4: energy -324.6295 a.u., E_HOMO -9.7 eV. Number 5: energy -1223.5847 a.u., E_HOMO -9.8 eV.